(1)
The following is a quantum chemistry calculation of a molecular structure, C7H5F5NO6ReTe in a non-equilibrium geometry, from the Open Molecules 2025 dataset.

Calculated values
LUMO level (alpha / beta): -0.2193 / -0.2191 hartree
orbital gap (alpha / beta): 7.78 / 7.39 eV
total charge: +1
⟨S²⟩: 0.76
2S+1: 2

Each line ends with the Mulliken charge.
CARTESIAN COORDINATES (ANGSTROEM)
Re: -0.44507 0.75652 -0.58571  1.68
O: 2.69712 -0.25520 1.82692  -0.49
C: 1.77601 -0.30391 1.08187  0.41
O: 1.24469 0.75012 0.43206  -0.52
C: 1.06900 -1.54295 0.63820  0.56
C: 1.39482 -2.85090 0.93223  -0.65
C: 0.70566 -3.86215 0.27512  -0.21
C: -0.24441 -3.54016 -0.69306  -0.61
C: -0.51106 -2.20956 -0.91656  0.68
N: 0.10758 -1.24628 -0.22874  -0.17
C: -1.38579 -1.63613 -1.97881  0.30
O: -2.06603 -2.20520 -2.75359  -0.44
O: -1.24678 -0.25835 -1.94738  -0.51
H: 2.18771 -3.04855 1.64048  0.51
H: 0.93187 -4.89858 0.48547  0.48
H: -0.76043 -4.29302 -1.27263  0.50
F: 1.20791 2.49225 2.44979  -0.36
Te: 0.09018 3.30588 1.23848  2.09
F: -0.77582 4.03561 2.67206  -0.34
F: -1.09330 4.36929 0.23310  -0.44
F: 0.54417 2.77038 -0.62620  -0.55
F: 1.38309 4.57286 1.04633  -0.31
O: -1.00693 1.80011 1.00703  -0.84
O: -1.77191 2.15977 -1.48273  -0.44
H: -1.83265 3.06595 -1.12868  0.36
H: -2.19965 2.07220 -2.34506  0.35

Atoms 1-6, force components in eV/Å:
2.4 1.0 -0.5
0.0 0.0 0.0
0.0 0.0 0.1
-0.3 -0.3 -0.3
0.0 0.0 0.0
0.0 0.0 0.0

=====

(2)
The following is a quantum chemistry calculation of 2 unconnected molecules or ions with the total composition C7H5N2O4 in a non-equilibrium geometry, from the Open Molecules 2025 dataset.

Calculated values
LUMO level: 0.1334 hartree
orbital gap: 8.68 eV
total charge: -1

Each line ends with the Mulliken charge.
CARTESIAN COORDINATES (ANGSTROEM)
C: 0.19975 -0.03841 1.68784  -0.91
C: 1.11337 -0.59655 0.78504  -0.59
C: -0.88821 0.34210 0.79326  -0.32
C: 0.66874 -0.41221 -0.58617  0.34
C: 1.36814 -0.67335 -1.78404  0.00
C: -1.53161 -1.31805 -3.09539  0.07
C: -1.99001 0.13499 -3.47984  0.45
N: -0.59060 0.18019 -0.47262  0.04
N: -1.34662 -2.35208 -2.61640  0.59
O: -1.97532 0.95447 -2.52445  -0.73
O: -2.26861 0.27016 -4.67105  -0.64
O: 2.54907 -0.87623 -1.87184  -0.56
O: -1.24489 -3.36302 -1.96720  -0.71
H: 0.14344 -0.22472 2.73235  0.38
H: 2.07328 -0.87038 1.00079  0.55
H: -1.80656 0.69854 0.99231  0.54
H: 0.75466 -0.46026 -2.73797  0.07
H: -1.21595 0.58086 -1.36065  0.43

Atoms 1-6, force components in eV/Å:
-1.8 -0.8 -3.4
-1.6 1.7 -2.1
3.2 -0.8 1.5
-0.7 0.1 4.0
-1.3 1.8 -1.8
-0.2 0.6 -0.2

=====

(3)
The following is a quantum chemistry calculation of a molecular structure, C7H5N3O2 in a non-equilibrium geometry, from the Open Molecules 2025 dataset.

Calculated values
LUMO level: -0.0272 hartree
orbital gap: 8.76 eV

Each line ends with the Mulliken charge.
CARTESIAN COORDINATES (ANGSTROEM)
C: -0.28962 1.35884 -2.59073  0.27
C: -0.02120 0.64483 -1.35856  0.54
C: -1.06752 0.28549 -0.42035  -0.19
C: -0.63158 -0.72740 1.79139  -0.27
C: 0.46151 -1.00988 2.62285  -0.28
C: 1.93765 -0.88552 1.01439  -0.05
C: 0.92676 -0.49148 0.00171  0.39
H: -2.25838 1.15408 -2.15704  0.34
H: -2.23652 0.42812 -0.40361  0.11
H: -1.61841 -0.69301 2.08858  0.42
H: 0.26573 -1.19976 3.67618  0.37
H: 2.87326 -1.12450 0.34453  0.28
N: -0.32327 -0.32059 0.43711  0.10
N: 1.84509 -0.90163 2.38880  -0.52
N: 1.19731 -0.06700 -1.24970  -0.49
O: -1.62870 1.60714 -2.93494  -0.51
O: 0.56788 1.94226 -3.25060  -0.51

Atoms 1-6, force components in eV/Å:
0.5 3.4 -2.4
-1.3 -2.2 -2.4
-0.8 2.7 -3.8
4.8 -0.2 -0.7
-1.4 1.4 0.5
1.7 0.0 -0.8

=====

(4)
The following is a quantum chemistry calculation of a single C7H5NO molecule in a non-equilibrium geometry, from the Open Molecules 2025 dataset.

Calculated values
LUMO level: -0.0480 hartree
orbital gap: 7.59 eV
structure (SMILES): O=C1C=NC2=C1CC=C2

Each line ends with the Mulliken charge.
CARTESIAN COORDINATES (ANGSTROEM)
C: -0.27696 1.12107 1.48738  0.37
C: 1.11980 0.70537 1.94976  -0.15
C: 0.61837 -0.57201 0.19411  0.46
C: -0.56485 0.09444 0.41651  -0.05
C: -1.24321 0.05955 -0.88383  -0.31
C: -0.31425 -0.84289 -1.84489  -0.30
C: 0.74837 -1.29016 -1.11328  -0.57
H: 1.68298 0.93082 2.81865  0.46
H: -2.16176 -0.55929 -0.85316  0.24
H: -1.66070 1.03796 -1.32872  0.36
H: -0.49889 -0.67898 -2.99818  0.28
H: 1.84969 -1.63461 -1.14747  0.33
N: 1.54743 -0.37096 1.24513  -0.61
O: -0.84602 1.99968 2.05800  -0.51

Atoms 1-6, force components in eV/Å:
0.8 -1.3 0.2
1.5 -4.9 -3.3
-1.9 0.2 1.0
1.5 0.6 -1.2
-1.7 -0.7 -2.2
-0.1 2.4 -0.7

=====

(5)
The following is a quantum chemistry calculation of a single C7H5NO3 molecule in a non-equilibrium geometry, from the Open Molecules 2025 dataset.

Calculated values
LUMO level (alpha / beta): -0.0721 / -0.0721 hartree
orbital gap (alpha / beta): 6.81 / 6.81 eV

Each line ends with the Mulliken charge.
CARTESIAN COORDINATES (ANGSTROEM)
C: 1.07504 1.11632 -0.09264  -0.33
C: -0.01867 1.89991 -0.16696  -0.99
C: 0.82828 -0.27305 0.00549  0.86
C: -0.53768 -0.36867 0.23629  -0.36
C: -1.17549 1.03312 0.00749  1.16
C: -2.64864 0.79095 -0.59788  -0.51
C: 1.90504 -1.24527 0.08540  -1.46
N: -1.52526 -1.26520 0.00155  0.85
O: -2.69845 -0.67978 -0.29257  -0.20
O: -1.31648 -2.44775 -0.06297  -0.59
O: -2.42362 1.40790 0.61028  -0.30
H: 2.12268 1.56030 -0.25863  0.29
H: -0.16298 2.90040 -0.24257  0.52
H: 2.36883 -1.23147 1.20661  0.28
H: 1.57227 -2.33221 0.04862  0.31
H: 2.63515 -0.86552 -0.48749  0.47

Atoms 1-6, force components in eV/Å:
3.4 1.5 -1.1
-2.4 -3.2 0.6
-1.3 0.2 1.6
-1.9 3.6 -0.9
1.3 -1.0 0.0
1.8 1.1 -0.1

=====

(6)
The following is a quantum chemistry calculation of a single C7H5NS molecule in a non-equilibrium geometry, from the Open Molecules 2025 dataset.

Calculated values
LUMO level: -0.0030 hartree
orbital gap: 9.33 eV
structure (SMILES): N#CC1=CC=CC=CS1

Each line ends with the Mulliken charge.
CARTESIAN COORDINATES (ANGSTROEM)
C: -0.21387 2.26361 -1.10147  0.20
C: 0.28557 -1.46443 0.90777  -0.42
C: 0.43004 -0.25435 1.55944  -0.41
C: 0.02077 -1.57311 -0.46198  -0.14
C: 0.33892 0.97208 0.90255  -0.22
C: -0.68991 -0.66461 -1.19374  -0.55
C: -0.43052 1.18963 -0.22327  0.16
N: -0.04006 3.10208 -1.86665  -0.42
S: -1.96995 0.31280 -0.45700  -0.10
H: 0.61768 -2.35294 1.42671  0.34
H: 0.85455 -0.26621 2.55379  0.36
H: 0.48626 -2.39093 -0.99999  0.35
H: 0.98259 1.78078 1.22781  0.37
H: -0.67208 -0.65439 -2.27396  0.48

Atoms 1-6, force components in eV/Å:
0.3 0.7 -0.5
-0.1 0.0 0.0
-0.1 0.0 0.1
0.1 -0.2 0.0
0.0 0.2 -0.1
-0.6 -0.2 -0.1

=====

(7)
The following is a quantum chemistry calculation of a single C7H6 molecule in a non-equilibrium geometry, from the Open Molecules 2025 dataset.

Calculated values
LUMO level: 0.0123 hartree
orbital gap: 8.80 eV
structure (SMILES): C#C/C=C\C1=CC1

Each line ends with the Mulliken charge.
CARTESIAN COORDINATES (ANGSTROEM)
C: 0.94579 1.15120 0.22878  -0.38
C: 0.92482 -2.30181 -0.53587  -0.01
C: -0.46017 0.92568 -0.03726  0.15
C: 1.13256 -1.16103 -0.27167  -0.38
C: -1.88266 0.99271 0.40065  -0.46
C: 1.78097 0.08774 0.17881  -0.42
C: -1.20039 -0.16870 -0.30789  -0.50
H: 1.47325 2.06066 0.51965  0.34
H: 0.49157 -3.13202 -0.97059  0.45
H: -2.14896 0.80830 1.37181  0.26
H: -2.49100 1.65767 -0.21432  0.21
H: 2.88811 0.06150 0.51216  0.30
H: -1.45389 -0.98188 -0.87427  0.42

Atoms 1-6, force components in eV/Å:
1.6 0.1 0.1
-0.4 -0.4 -0.4
-0.1 -3.1 0.2
3.1 2.0 1.5
0.4 0.5 -3.0
-0.5 -1.2 -0.2

=====

Record-wise molar mass values, in g/mol: 607.91; 181.13; 163.14; 119.12; 151.12; 135.19; 90.12
Record-wise energy relative to the best compared isomer or geometry (same formula, charge and spin) values, in kcal/mol: 0.00; 0.00; 80.97; 76.88; 220.20; 55.45; 79.68